# C41H54BaClN7O4P2S3Sb

C41H54BaClN7O4P2S3Sb as an isolated structure at a distorted geometry (ωB97M-V/def2-TZVPD, the OMol25 dataset).

## Properties
LUMO (alpha / beta)   3.66 / 3.66 eV
Orbital gap (alpha / beta)   3.56 / 6.30 eV
Charge   -2
Spin multiplicity   2
ΔE to the lowest compared entry with this formula, charge and spin   197.35 kJ/mol

Each line ends with the Löwdin spin population.
Atoms and positions in Å:
Ba 0.995 2.414 -1.081  0.009
C -3.112 0.184 -5.976  0.000
C -1.826 -0.640 -5.886  0.000
C -1.891 -1.865 -6.810  0.000
P -1.302 -0.811 -4.113  0.000
C 0.127 -1.977 -4.121  0.000
C 1.416 -1.285 -4.545  0.000
C 0.268 -2.639 -2.751  0.000
C -2.587 -1.619 -3.169  0.000
C -3.418 -2.495 -3.877  0.000
C -4.388 -3.265 -3.272  0.000
C -4.528 -3.149 -1.881  0.000
C -3.724 -2.321 -1.148  0.000
C -2.692 -1.504 -1.736  0.000
N -1.922 -0.675 -1.049  0.000
C -1.843 -0.791 0.328  0.000
C -1.514 -2.012 0.941  0.000
C -1.398 -2.128 2.312  0.000
C -1.584 -1.015 3.122  0.001
C -1.875 0.203 2.533  0.001
C -2.014 0.344 1.152  0.000
P -2.264 1.957 0.324  0.001
C -2.619 3.210 1.671  0.000
C -3.845 2.981 2.559  0.000
C -1.388 3.607 2.487  0.002
C -3.976 1.911 -0.438  0.000
C -4.903 0.840 0.131  0.000
C -3.937 1.836 -1.963  0.000
H -3.284 0.487 -7.011  0.000
H -3.046 1.082 -5.362  0.000
H -3.970 -0.401 -5.640  0.000
H -1.006 -0.004 -6.238  0.000
H -2.902 -2.270 -6.866  0.000
H -1.222 -2.673 -6.519  0.000
H -1.613 -1.562 -7.822  0.000
H -0.119 -2.741 -4.865  0.000
H 2.219 -2.021 -4.641  0.000
H 1.315 -0.773 -5.505  0.000
H 1.721 -0.530 -3.819  0.000
H 0.279 -1.884 -1.962  0.000
H 1.205 -3.202 -2.710  0.000
H -0.558 -3.319 -2.542  0.000
H -3.287 -2.592 -4.945  0.000
H -5.014 -3.931 -3.851  0.000
H -5.291 -3.726 -1.367  0.000
H -3.859 -2.266 -0.076  0.000
H -1.346 -2.873 0.301  0.000
H -1.141 -3.084 2.752  0.000
H -1.460 -1.086 4.195  0.000
H -1.973 1.066 3.173  0.000
H -2.850 4.080 1.041  0.000
H -3.764 2.076 3.162  0.000
H -4.766 2.909 1.980  0.000
H -3.953 3.825 3.248  0.000
H -1.031 2.819 3.149  0.001
H -1.623 4.480 3.102  0.000
H -0.551 3.861 1.841  0.001
H -4.373 2.899 -0.179  0.000
H -4.675 -0.126 -0.319  0.000
H -5.946 1.077 -0.105  0.000
H -4.810 0.730 1.212  0.000
H -3.503 0.896 -2.298  0.000
H -3.335 2.640 -2.390  0.000
H -4.953 1.915 -2.366  0.000
S 0.662 4.527 -4.734  0.000
Sb 1.486 2.463 -5.139  0.000
S -0.785 1.035 -3.596  0.000
S 2.981 2.018 -3.427  0.000
O 3.518 5.728 3.718  -0.002
C 3.453 4.844 4.691  -0.002
O 3.887 5.096 5.800  -0.002
C 2.832 3.526 4.371  -0.003
C 2.746 2.494 5.256  0.013
Cl 3.364 2.413 6.854  0.001
N 2.151 1.411 4.648  0.076
N 1.867 1.706 3.318  0.295
C 2.267 3.007 3.145  0.138
C 2.035 3.695 1.920  0.150
O 2.396 4.903 1.731  0.127
O 1.404 3.061 0.951  0.041
C 1.902 0.122 5.099  0.026
C 1.724 -0.223 6.448  0.025
C 1.490 -1.539 6.805  0.004
C 1.409 -2.548 5.849  0.042
C 1.534 -2.197 4.510  0.001
C 1.757 -0.887 4.135  0.036
H 3.045 5.399 2.832  -0.001
H 1.752 0.533 7.215  0.002
H 1.356 -1.776 7.855  -0.001
H 1.224 -3.574 6.139  0.004
H 1.443 -2.953 3.739  -0.001
H 1.798 -0.596 3.100  0.004
C 3.832 -0.653 -1.414  0.000
N 2.997 -0.274 -0.266  0.000
C 3.862 0.346 0.752  0.003
N 4.935 -0.565 1.174  0.000
C 5.715 -0.938 -0.004  0.000
N 4.901 -1.589 -1.036  0.000
C 4.278 -2.772 -0.442  0.000
N 3.455 -2.452 0.724  0.000
C 2.421 -1.501 0.298  0.000
C 4.310 -1.777 1.710  0.001
H 4.275 0.240 -1.850  0.000
H 3.203 -1.122 -2.172  0.000
H 3.258 0.631 1.618  0.002
H 4.305 1.252 0.332  0.000
H 6.511 -1.623 0.302  0.000
H 6.168 -0.040 -0.431  0.000
H 5.062 -3.472 -0.139  0.000
H 3.650 -3.254 -1.197  0.000
H 1.802 -1.243 1.156  0.000
H 1.789 -1.974 -0.454  0.000
H 5.095 -2.471 2.023  0.000
H 3.708 -1.511 2.580  0.001